# 1
Molecular formula: C68H187N17O17
Method: DFT, ωB97M-V/def2-TZVPD

Results
**Orbital gap**: 8.50 eV
**Charge**: 0
**HOMO**: -8.30 eV
**2S+1**: 1
**E_LUMO**: 0.1931 eV

Atoms and positions in Å:
1 C 6.02971 7.80598 -0.50298
2 C 5.82764 6.30680 -0.81174
3 C 5.39745 5.46619 0.46413
4 O 5.06839 4.11946 0.03509
5 C 4.47833 3.29709 1.06379
6 N 4.82977 6.30257 -1.84461
7 H 5.11872 8.37327 -0.31223
8 H 6.43035 8.26199 -1.40831
9 H 6.65004 8.01742 0.36799
10 H 6.69374 5.87367 -1.31210
11 H 4.51725 5.85880 0.97324
12 H 6.11402 5.49936 1.28481
13 H 4.34517 2.30641 0.62914
14 H 3.47998 3.69476 1.24614
15 H 4.99364 3.36422 2.02194
16 H 4.70082 5.30808 -1.96485
17 H 3.94734 6.66025 -1.50773
18 C -3.19400 2.66925 3.52217
19 C -1.77747 2.86820 2.90266
20 C -1.04322 4.07018 3.48059
21 O -1.78962 5.29287 3.03501
22 C -1.36949 5.69698 1.71609
23 N -0.98356 1.66194 3.15311
24 H -3.92431 3.44742 3.30038
25 H -3.12441 2.65892 4.60990
26 H -3.65912 1.73665 3.20275
27 H -1.82957 2.87892 1.81396
28 H -0.04986 4.18768 3.04755
29 H -0.96632 3.94633 4.56080
30 H -1.65180 4.92288 1.00253
31 H -0.30070 5.87851 1.60284
32 H -1.93800 6.58457 1.43845
33 H -1.31662 1.21132 3.99342
34 H -0.05154 1.96986 3.39111
35 C -4.01648 -5.43207 -1.02130
36 C -2.82544 -5.08585 -1.94249
37 C -3.25320 -4.99218 -3.43024
38 O -3.12047 -6.32553 -3.99454
39 C -3.70813 -6.38077 -5.25961
40 N -2.28239 -3.80037 -1.43639
41 H -4.30080 -6.46031 -1.24489
42 H -4.86548 -4.76581 -1.17425
43 H -3.77651 -5.45247 0.04176
44 H -1.95746 -5.74363 -1.89729
45 H -2.69981 -4.21288 -3.95422
46 H -4.29379 -4.67626 -3.50424
47 H -3.80426 -7.40933 -5.60736
48 H -3.14457 -5.91511 -6.06811
49 H -4.72751 -5.99484 -5.25624
50 H -2.08958 -3.90212 -0.45020
51 H -1.49524 -3.41826 -1.94086
52 C 1.51578 4.07166 6.66762
53 C 2.79391 3.68304 5.97371
54 C 2.70406 3.69763 4.39717
55 O 1.82812 2.70001 3.83570
56 C 2.29160 1.33047 4.01946
57 N 3.95006 4.37863 6.50899
58 H 0.61866 3.50370 6.42127
59 H 1.32882 5.12586 6.46316
60 H 1.66772 4.03842 7.74647
61 H 3.03597 2.66901 6.29189
62 H 3.73153 3.59670 4.04756
63 H 2.30173 4.67324 4.12438
64 H 1.44468 0.68784 3.77893
65 H 2.44043 0.98593 5.04281
66 H 3.17776 1.24974 3.38993
67 H 3.92781 5.26625 6.02759
68 H 4.79991 3.91585 6.21970
69 C 6.67998 -3.12664 -4.30736
70 C 6.44124 -1.79421 -3.56664
71 C 4.94517 -1.30035 -3.60773
72 O 4.64508 -1.07158 -4.98445
73 C 3.28677 -0.60462 -5.22063
74 N 6.82806 -1.99809 -2.17666
75 H 5.88849 -3.82174 -4.02724
76 H 7.70458 -3.47816 -4.18599
77 H 6.51757 -3.08488 -5.38438
78 H 7.14869 -1.05223 -3.93690
79 H 4.87034 -0.32132 -3.13444
80 H 4.23804 -1.95319 -3.09601
81 H 2.60034 -1.03291 -4.49024
82 H 2.97274 -1.01165 -6.18178
83 H 3.29642 0.48533 -5.21696
84 H 7.83763 -2.00322 -2.14766
85 H 6.46279 -1.27208 -1.57700
86 C -5.56752 -2.93424 0.77302
87 C -5.34322 -1.70351 1.72873
88 C -6.57362 -1.47137 2.65192
89 O -7.73470 -1.27788 1.85666
90 C -7.85106 0.13804 1.57891
91 N -4.09662 -1.80544 2.48682
92 H -6.48660 -2.84887 0.19329
93 H -5.65092 -3.89333 1.28418
94 H -4.75094 -2.91888 0.05117
95 H -5.18427 -0.83295 1.09237
96 H -6.34798 -0.71646 3.40511
97 H -6.66133 -2.42450 3.17341
98 H -6.97764 0.64695 1.17117
99 H -8.22694 0.70949 2.42759
100 H -8.63154 0.21701 0.82214
101 H -4.24998 -1.37599 3.38802
102 H -3.89447 -2.76138 2.74256
103 C -2.64602 -2.88126 6.01859
104 C -4.10610 -2.44781 6.06489
105 C -4.67992 -2.51045 7.46747
106 O -6.10465 -2.33296 7.49704
107 C -6.85361 -3.50778 7.16227
108 N -4.23661 -1.18112 5.43053
109 H -2.00807 -2.21408 6.59823
110 H -2.18824 -2.94437 5.03140
111 H -2.64236 -3.89353 6.42283
112 H -4.61095 -3.14308 5.39420
113 H -4.28101 -1.67015 8.03567
114 H -4.47447 -3.44033 7.99776
115 H -6.69113 -3.78338 6.12029
116 H -7.89237 -3.18265 7.22027
117 H -6.73126 -4.29816 7.90283
118 H -5.23309 -1.02347 5.47812
119 H -3.75720 -0.46178 5.95284
120 C -1.12823 -4.69634 2.12895
121 C -1.31785 -5.29128 3.54019
122 C -2.76117 -5.81031 3.73400
123 O -3.79589 -4.82324 3.73891
124 C -4.93508 -5.37445 4.41118
125 N -0.33641 -6.37848 3.64586
126 H -0.20415 -4.13328 1.99802
127 H -1.94488 -3.98450 2.00862
128 H -1.21453 -5.55545 1.46369
129 H -1.03598 -4.56399 4.30158
130 H -2.74007 -6.20008 4.75171
131 H -3.02436 -6.65171 3.09300
132 H -5.27474 -6.27025 3.89132
133 H -5.79724 -4.72488 4.26007
134 H -4.80310 -5.62914 5.46276
135 H -0.19389 -6.57903 4.62544
136 H 0.52926 -6.03655 3.25368
137 C -4.26769 1.47178 -6.20426
138 C -4.87690 1.81702 -4.84317
139 C -4.35250 1.09377 -3.57319
140 O -4.49714 -0.32227 -3.67414
141 C -3.81935 -1.08158 -2.72379
142 N -4.80977 3.24544 -4.75948
143 H -3.21187 1.72758 -6.29325
144 H -4.74229 2.03566 -7.00731
145 H -4.37693 0.40025 -6.37159
146 H -5.94902 1.62190 -4.86775
147 H -5.00612 1.45766 -2.78043
148 H -3.33343 1.34912 -3.28270
149 H -2.74277 -0.94352 -2.82395
150 H -3.90755 -2.12414 -3.02937
151 H -4.18925 -0.88178 -1.71813
152 H -3.83511 3.39076 -4.98089
153 H -5.33483 3.66903 -5.51113
154 C 0.12519 -2.53317 -7.11054
155 C -1.17102 -2.10822 -6.41252
156 C -1.18030 -0.66379 -5.88749
157 O -0.04814 -0.45958 -5.05768
158 C -0.00633 0.78504 -4.32612
159 N -2.32199 -2.48878 -7.15069
160 H 0.23694 -2.09111 -8.10059
161 H 0.25629 -3.60926 -7.22435
162 H 0.97321 -2.07427 -6.60224
163 H -1.24107 -2.67897 -5.48654
164 H -2.10704 -0.36105 -5.40006
165 H -1.11373 0.00972 -6.74192
166 H 0.04712 1.67530 -4.95277
167 H 0.77790 0.89671 -3.57737
168 H -0.93010 0.83555 -3.74976
169 H -2.14993 -2.14368 -8.08417
170 H -2.29798 -3.49502 -7.23440
171 C -1.77399 -0.81613 0.18912
172 C -0.59411 -1.38608 0.96458
173 C 0.79811 -0.73622 0.72013
174 O 1.13733 -0.93440 -0.59204
175 C 2.46841 -0.47174 -0.79570
176 N -0.96315 -1.17666 2.36926
177 H -2.71785 -1.35340 0.28160
178 H -1.41873 -0.76984 -0.84032
179 H -2.01762 0.18957 0.53162
180 H -0.60398 -2.46455 0.80678
181 H 1.53377 -1.08756 1.44363
182 H 0.73409 0.31812 0.98915
183 H 2.63691 -0.36416 -1.86721
184 H 3.19640 -1.25212 -0.57404
185 H 2.85195 0.36218 -0.20785
186 H -1.06478 -0.17179 2.37321
187 H -1.89816 -1.48817 2.59019
188 C 1.54895 6.64032 -2.50561
189 C 1.53313 6.75445 -0.91381
190 C 1.85324 5.36850 -0.30937
191 O 0.74375 4.57930 -0.56246
192 C 0.85745 3.26788 -0.08277
193 N 2.49223 7.75853 -0.52342
194 H 0.85050 5.91361 -2.92055
195 H 2.54373 6.42134 -2.89362
196 H 1.36591 7.57592 -3.03405
197 H 0.55191 7.08640 -0.57452
198 H 1.92151 5.52446 0.76725
199 H 2.65651 4.81432 -0.79491
200 H 0.15374 2.57691 -0.54694
201 H 0.68509 3.23225 0.99292
202 H 1.78624 2.80333 -0.41390
203 H 2.15734 8.65131 -0.85642
204 H 2.47682 7.85223 0.48211
205 C 4.99902 -0.62060 2.30917
206 C 6.33360 -1.17813 1.77498
207 C 7.07910 -0.10559 0.92693
208 O 6.35153 0.28799 -0.26129
209 C 6.83199 1.44863 -0.96667
210 N 6.94990 -1.67795 2.95707
211 H 5.24885 0.19436 2.98852
212 H 4.47275 -1.33689 2.94010
213 H 4.30369 -0.33477 1.51991
214 H 6.19023 -2.00323 1.07731
215 H 8.05636 -0.50634 0.65775
216 H 7.26926 0.74015 1.58774
217 H 6.03330 1.69154 -1.66752
218 H 7.84523 1.31356 -1.34508
219 H 6.83608 2.26404 -0.24336
220 H 7.91337 -1.37537 2.94051
221 H 6.58679 -1.25766 3.80064
222 C 4.99798 3.99514 -6.88362
223 C 3.66948 4.52380 -6.43299
224 C 3.58226 4.58325 -4.90803
225 O 3.75870 3.20209 -4.48543
226 C 3.48481 3.07424 -3.12370
227 N 3.71608 5.82408 -6.99315
228 H 5.76479 4.63827 -6.45176
229 H 5.04559 4.04533 -7.97142
230 H 5.08636 2.96034 -6.55277
231 H 2.85290 3.92310 -6.83356
232 H 2.56011 4.94748 -4.80489
233 H 4.24137 5.32569 -4.45807
234 H 2.44012 3.28012 -2.89064
235 H 4.12495 3.76865 -2.57953
236 H 3.86041 2.15197 -2.68048
237 H 4.49414 6.39765 -6.70035
238 H 3.78270 5.74630 -7.99795
239 C 2.34052 -4.16516 -2.39906
240 C 1.49831 -3.73453 -3.61168
241 C 0.63941 -4.89536 -4.32304
242 O 1.45986 -5.91026 -4.86369
243 C 0.75970 -6.89358 -5.54862
244 N 0.60410 -2.63624 -3.10551
245 H 1.70733 -4.70914 -1.69817
246 H 2.79490 -3.28166 -1.95064
247 H 3.10350 -4.91922 -2.59230
248 H 2.17069 -3.24892 -4.31892
249 H 0.10007 -4.48366 -5.17611
250 H -0.09434 -5.28848 -3.61935
251 H 0.06134 -7.36626 -4.85799
252 H 1.41421 -7.59946 -6.05994
253 H 0.08389 -6.49422 -6.30485
254 H 0.34513 -1.87794 -3.72035
255 H 1.06355 -2.13450 -2.35901
256 C -7.93630 1.23774 -1.81748
257 C -7.74989 2.50198 -0.93965
258 C -6.24079 2.82764 -0.67245
259 O -5.53039 1.78210 -0.26631
260 C -4.23090 2.12666 0.27982
261 N -8.48435 3.66839 -1.36889
262 H -7.65452 0.27915 -1.38180
263 H -7.45559 1.28298 -2.79471
264 H -8.97794 1.08971 -2.10239
265 H -8.14646 2.13103 0.00546
266 H -6.25720 3.50685 0.17990
267 H -5.87860 3.29073 -1.59031
268 H -3.49751 2.20783 -0.52246
269 H -3.90852 1.27874 0.88414
270 H -4.26637 3.01155 0.91529
271 H -9.43222 3.34366 -1.49614
272 H -8.17870 3.94652 -2.29048
273 C 4.00735 -2.64740 8.32256
274 C 4.18768 -3.02003 6.86788
275 C 3.41032 -2.13115 5.86253
276 O 2.07141 -2.55954 6.10116
277 C 1.18599 -2.00838 5.12302
278 N 5.64904 -2.98346 6.62019
279 H 4.32873 -1.62249 8.50796
280 H 4.50947 -3.42998 8.89137
281 H 2.95602 -2.67845 8.60866
282 H 3.94178 -4.08189 6.85838
283 H 3.72751 -2.25587 4.82719
284 H 3.45640 -1.09052 6.18359
285 H 0.76584 -1.07735 5.50350
286 H 0.32103 -2.65624 4.98080
287 H 1.61251 -1.82073 4.13765
288 H 6.14745 -3.52978 7.30811
289 H 5.78247 -3.34376 5.68612



# 2
Molecular formula: C68H49N12O10RbS3
Method: DFT, ωB97M-V/def2-TZVPD

Results
**Orbital gap**: 3.61 eV
**Charge**: -2
**HOMO**: -0.60 eV
**2S+1**: 1
**E_LUMO**: 3.0119 eV

Atoms and positions in Å:
1 Rb 0.58632 0.27492 -0.32859
2 C -4.61974 -1.51190 1.34151
3 O -3.62408 -1.81608 2.33409
4 C -2.47863 -1.20330 1.91399
5 N -2.52770 -0.49891 0.86734
6 C -3.90901 -0.52828 0.38145
7 C -4.05459 -0.90452 -1.07516
8 C -5.31753 -0.82651 -1.66036
9 C -5.50400 -1.17935 -2.98708
10 C -4.42370 -1.62332 -3.74265
11 C -3.16939 -1.70810 -3.16118
12 C -2.98188 -1.33871 -1.83532
13 C -1.30405 -1.44772 2.79395
14 C -1.47215 -2.17761 3.96349
15 C -0.36186 -2.39690 4.76125
16 C 0.85744 -1.88910 4.36332
17 C 0.92230 -1.17433 3.16873
18 N -0.13525 -0.95371 2.39882
19 C 2.24153 -0.63745 2.73836
20 N 2.49140 0.12672 1.76195
21 C 3.93114 0.39634 1.78003
22 C 4.45542 -0.53473 2.89443
23 O 3.27030 -0.95882 3.57346
24 C 4.62670 0.18669 0.44957
25 C 3.93623 0.10593 -0.75398
26 C 4.61768 -0.03224 -1.95445
27 C 6.00224 -0.10904 -1.96922
28 C 6.70322 -0.03861 -0.77236
29 C 6.01821 0.11196 0.42502
30 H -5.48083 -1.07939 1.85076
31 H -4.90899 -2.43650 0.84101
32 H -4.31187 0.48531 0.49730
33 H -6.16283 -0.47820 -1.07350
34 H -6.49055 -1.11604 -3.43046
35 H -4.56617 -1.91634 -4.77548
36 H -2.32633 -2.08342 -3.72901
37 H -2.00340 -1.40794 -1.38707
38 H -2.44427 -2.57060 4.21835
39 H -0.44683 -2.97305 5.67362
40 H 1.75868 -2.06287 4.92956
41 H 4.06797 1.44993 2.05590
42 H 5.10634 -0.04548 3.61792
43 H 4.95290 -1.41637 2.48211
44 H 2.86384 0.15736 -0.75819
45 H 4.05695 -0.07313 -2.87993
46 H 6.53114 -0.22922 -2.90609
47 H 7.78481 -0.10108 -0.77118
48 H 6.57758 0.17073 1.35356
49 S -4.54560 3.72087 0.61655
50 C -5.86678 4.80057 0.70957
51 C -6.33063 5.13392 -0.52537
52 C -5.60215 4.49887 -1.56507
53 C -4.59657 3.69345 -1.10772
54 C -3.65029 2.87779 -1.88048
55 C -2.61184 2.17531 -1.23303
56 N -1.76139 1.40494 -1.85454
57 C -1.85041 1.28019 -3.18650
58 C -2.81718 1.95614 -3.94234
59 C -2.83868 1.79128 -5.37009
60 C -1.94948 0.98825 -5.98978
61 C -0.96432 0.25680 -5.24024
62 C -0.05035 -0.62845 -5.83224
63 C 0.84335 -1.32794 -5.05373
64 C 0.79101 -1.11098 -3.65785
65 N -0.05856 -0.30000 -3.08498
66 C -0.92028 0.39194 -3.84826
67 C 1.80671 -2.28767 -5.60392
68 C 2.50765 -3.24807 -4.93410
69 C 3.35267 -4.01512 -5.78041
70 C 3.27911 -3.62696 -7.07987
71 S 2.18646 -2.32459 -7.28788
72 C -3.73378 2.75770 -3.24964
73 H -6.22400 5.13638 1.66901
74 H -7.15719 5.80947 -0.69210
75 H -5.81445 4.64130 -2.61444
76 H -2.46567 2.25578 -0.15743
77 H -3.58698 2.32788 -5.94216
78 H -1.97053 0.87139 -7.06724
79 H -0.07264 -0.76910 -6.90799
80 H 1.46437 -1.63923 -2.98653
81 H 2.41440 -3.42334 -3.87169
82 H 3.98773 -4.81282 -5.42593
83 H 3.80877 -4.02684 -7.92852
84 H -4.50727 3.27333 -3.80724
85 N 6.43808 6.33475 0.01372
86 C 5.27167 5.66155 -0.39137
87 C 4.15268 6.38020 -0.81005
88 C 3.01157 5.71959 -1.23099
89 C 2.98161 4.33408 -1.25641
90 C 4.09620 3.61331 -0.86094
91 C 5.23633 4.27048 -0.42749
92 S 1.50829 3.47470 -1.76149
93 O 0.69979 4.44843 -2.46436
94 O 1.96088 2.31966 -2.51623
95 N 0.78927 2.88436 -0.48029
96 C 0.41349 3.60488 0.58599
97 N 0.79325 4.89409 0.75869
98 C 0.42133 5.49001 1.87626
99 C -0.33190 4.87286 2.86119
100 C -0.70180 3.56277 2.58239
101 N -0.36166 2.92615 1.48162
102 H 6.26221 7.25098 0.39574
103 H 7.02125 5.79165 0.63135
104 H 4.17986 7.46480 -0.79412
105 H 2.12690 6.26234 -1.53181
106 H 4.07581 2.53439 -0.90391
107 H 6.10773 3.69864 -0.12635
108 H 0.74231 6.52376 1.99078
109 H -0.62532 5.37661 3.77058
110 H -1.31420 2.99885 3.28306
111 O 2.33545 -3.14548 1.73434
112 C 2.62790 -2.92373 0.54410
113 O 2.03589 -2.25183 -0.31722
114 C 3.96391 -3.54799 0.08879
115 C 4.45672 -3.31669 -1.18679
116 C 5.72107 -3.77069 -1.51835
117 C 6.52444 -4.46118 -0.63281
118 C 5.99383 -4.69875 0.62037
119 C 4.73458 -4.26216 0.99635
120 N 6.82968 -5.42240 1.59779
121 O 7.94666 -5.76197 1.24844
122 O 6.36268 -5.63622 2.69722
123 N 6.25616 -3.49511 -2.86289
124 O 5.49032 -3.06230 -3.69884
125 O 7.43190 -3.74202 -3.06907
126 H 3.85407 -2.75800 -1.88779
127 H 7.51274 -4.79387 -0.90342
128 H 4.34537 -4.43160 1.99001
129 C -1.05731 -3.78005 -0.68769
130 C -1.28721 -5.10583 -0.86153
131 C -0.86154 -5.83657 -2.04764
132 C -1.16525 -7.14636 -2.24747
133 C -1.89938 -7.90527 -1.29727
134 C -2.29594 -7.23055 -0.11121
135 C -2.00675 -5.92112 0.10746
136 C -2.23097 -9.25539 -1.52420
137 N -2.50532 -10.36851 -1.71176
138 H -1.38798 -3.26047 0.20406
139 H -0.50888 -3.19803 -1.42156
140 H -0.28908 -5.29695 -2.79595
141 H -0.83285 -7.63960 -3.15569
142 H -2.84199 -7.79075 0.64185
143 H -2.31889 -5.44815 1.03343